[1]
# C46H42ClO29PS2

A cluster of 7 separate species, C46H42ClO29PS2 in total at a distorted geometry (ωB97M-V/def2-TZVPD, the Open Molecules 2025 dataset).

Element x y z (Å)
C1 -0.24 1.27 10.87
C2 0.48 1.83 9.62
C3 1.79 1.05 9.37
O1 1.62 -0.21 8.72
C4 0.95 -0.08 7.52
O2 -0.21 -0.23 7.51
C5 1.66 0.24 6.19
S1 0.57 1.45 5.30
P1 1.85 2.91 4.30
Cl1 2.91 4.39 3.12
C6 2.81 3.36 5.82
C7 4.35 3.01 5.52
C8 5.21 2.76 6.82
O3 5.29 3.99 5.91
O4 0.89 3.19 9.97
C9 0.15 4.13 9.31
O5 0.69 4.90 8.62
C10 -1.39 4.27 9.48
S2 -2.37 3.46 8.18
H1 0.39 1.35 11.77
H2 -0.51 0.20 10.76
H3 -1.18 1.81 11.09
H4 -0.18 1.91 8.75
H5 2.54 1.69 8.88
H6 2.22 0.82 10.37
H7 2.69 0.61 6.30
H8 1.73 -0.71 5.63
H9 0.67 3.65 4.05
H10 2.29 1.88 3.44
H11 2.82 4.45 5.97
H12 2.54 2.81 6.73
H13 4.57 2.37 4.64
H14 6.13 2.17 6.70
H15 5.08 3.41 7.69
H16 -1.61 5.34 9.54
H17 -1.65 3.84 10.46
H18 -2.28 2.11 8.39
C11 4.84 0.92 1.20
C12 5.17 0.28 0.06
C13 5.51 -1.18 0.06
O6 5.78 -1.72 -0.99
C14 5.51 -1.89 1.34
C15 5.19 -1.25 2.46
C16 4.82 0.20 2.46
O7 4.51 0.74 3.52
O8 5.18 -1.86 3.65
O9 5.20 0.90 -1.11
H19 4.58 1.97 1.21
H20 5.78 -2.94 1.32
H21 4.91 -1.19 4.30
H22 5.45 0.22 -1.76
C17 1.52 -4.33 -2.97
C18 2.53 -3.51 -2.66
C19 2.28 -2.16 -2.07
O10 3.23 -1.45 -1.79
C20 0.90 -1.75 -1.85
C21 -0.11 -2.57 -2.16
C22 0.14 -3.93 -2.73
O11 -0.81 -4.65 -2.99
O12 -1.39 -2.20 -1.98
O13 3.81 -3.84 -2.87
H23 1.69 -5.31 -3.40
H24 0.73 -0.76 -1.44
H25 -1.93 -2.96 -2.27
H26 4.33 -3.08 -2.56
C23 0.52 0.58 -6.15
C24 0.06 1.02 -7.33
C25 -1.35 0.76 -7.77
O14 -1.72 1.20 -8.84
C26 -2.21 -0.01 -6.89
C27 -1.75 -0.46 -5.71
C28 -0.35 -0.18 -5.26
O15 0.02 -0.59 -4.17
O16 -2.53 -1.18 -4.89
O17 0.83 1.72 -8.17
H27 1.53 0.76 -5.82
H28 -3.22 -0.21 -7.23
H29 -1.98 -1.38 -4.11
H30 0.26 1.91 -8.94
C29 -5.19 -6.40 -4.76
C30 -4.18 -5.58 -4.45
C31 -4.43 -4.23 -3.85
O18 -3.48 -3.51 -3.56
C32 -5.81 -3.82 -3.63
C33 -6.82 -4.64 -3.94
C34 -6.57 -6.00 -4.52
O19 -7.52 -6.72 -4.77
O20 -8.10 -4.30 -3.76
O21 -2.91 -5.92 -4.66
H31 -5.02 -7.38 -5.19
H32 -5.98 -2.84 -3.21
H33 -8.62 -5.07 -4.06
H34 -2.36 -5.17 -4.36
C35 -5.34 3.54 3.79
C36 -4.16 3.51 4.41
C37 -2.91 3.99 3.74
O22 -1.86 3.96 4.35
C38 -3.01 4.48 2.36
C39 -4.20 4.50 1.74
C40 -5.45 4.05 2.42
O23 -6.50 4.11 1.82
O24 -4.33 4.94 0.49
O25 -4.03 3.05 5.66
H35 -6.25 3.20 4.26
H36 -2.10 4.81 1.88
H37 -5.28 4.86 0.28
H38 -3.07 3.14 5.87
C41 1.67 -2.30 -11.55
C42 1.02 -2.42 -10.39
C43 -0.38 -1.89 -10.22
O26 -0.94 -2.04 -9.15
C44 -1.00 -1.22 -11.36
C45 -0.34 -1.10 -12.52
C46 1.04 -1.65 -12.69
O27 1.59 -1.53 -13.77
O28 -0.87 -0.48 -13.57
O29 1.56 -3.01 -9.33
H39 2.68 -2.68 -11.69
H40 -1.99 -0.82 -11.22
H41 -0.20 -0.53 -14.28
H42 0.89 -2.97 -8.62

Output
Electronic energy, hartree: -5557.82640
Orbital gap, eV: 7.1
SMILES: C[C@H](COC(=O)CS[PH2](Cl)C[C@@H]1CO1)OC(=O)CS.O=C1C=C(O)C(=O)C=C1O.O=C1C=C(O)C(=O)C=C1O.O=C1C=C(O)C(=O)C=C1O.O=C1C=C(O)C(=O)C=C1O.O=C1C=C(O)C(=O)C=C1O.O=C1C=C(O)C(=O)C=C1O

***

[2]
# C46H42N3O3P2V

A structure of composition C46H42N3O3P2V (ωB97M-V/def2-TZVPD, the Open Molecules 2025 dataset).

Element x y z (Å)
V1 1.07 -1.21 0.25
O1 5.65 1.40 2.50
C1 4.91 0.93 1.61
O2 5.09 -0.07 0.88
C2 3.59 1.76 1.44
P1 2.18 1.16 0.42
C3 0.98 2.44 0.94
C4 -0.13 2.03 1.67
C5 -0.99 2.95 2.26
C6 -0.75 4.31 2.10
C7 0.34 4.73 1.36
C8 1.20 3.80 0.79
C9 2.67 1.67 -1.27
C10 1.86 2.45 -2.09
C11 2.27 2.77 -3.37
C12 3.48 2.31 -3.86
C13 4.28 1.51 -3.04
C14 3.88 1.19 -1.76
H1 3.89 2.74 1.05
H2 3.19 1.94 2.44
H3 -0.34 0.97 1.76
H4 -1.85 2.59 2.81
H5 -1.42 5.03 2.55
H6 0.53 5.79 1.23
H7 2.06 4.15 0.23
H8 0.90 2.79 -1.73
H9 1.62 3.37 -4.00
H10 3.80 2.56 -4.86
H11 5.23 1.14 -3.41
H12 4.50 0.57 -1.11
C15 -0.44 -5.19 -2.43
C16 -1.16 -4.76 -1.32
C17 -0.73 -3.67 -0.58
C18 0.43 -2.95 -0.89
C19 1.14 -3.42 -2.00
C20 0.72 -4.51 -2.76
H13 -0.77 -6.03 -3.02
H14 -2.07 -5.28 -1.04
H15 -1.32 -3.37 0.28
H16 2.06 -2.92 -2.30
H17 1.31 -4.82 -3.62
C21 0.57 -0.28 4.15
C22 -0.17 -1.58 4.02
N1 0.01 -2.49 5.05
O3 -0.89 -1.83 3.08
H18 -0.14 0.50 4.42
H19 1.00 -0.05 3.18
H20 1.37 -0.31 4.90
H21 0.92 -2.45 5.49
H22 -0.27 -3.42 4.78
N2 1.88 -2.08 1.53
C23 2.25 -2.69 2.65
C24 3.08 -2.07 3.62
C25 3.40 -2.70 4.80
C26 2.91 -3.97 5.10
C27 2.11 -4.61 4.15
C28 1.79 -4.00 2.95
H23 3.51 -1.10 3.38
H24 4.06 -2.20 5.50
H25 3.16 -4.47 6.03
H26 1.73 -5.61 4.34
H27 1.17 -4.49 2.22
N3 -0.30 -0.03 -0.82
P2 -1.65 0.42 -1.35
C29 -2.94 0.62 -0.06
C30 -2.78 -0.15 1.09
C31 -3.70 -0.07 2.12
C32 -4.79 0.78 2.01
C33 -4.97 1.55 0.87
C34 -4.04 1.47 -0.16
C35 -2.48 -0.62 -2.62
C36 -3.79 -0.42 -3.06
C37 -4.34 -1.24 -4.03
C38 -3.58 -2.28 -4.57
C39 -2.28 -2.49 -4.13
C40 -1.73 -1.66 -3.16
C41 -1.64 2.04 -2.22
C42 -1.45 2.10 -3.60
C43 -1.28 3.32 -4.24
C44 -1.30 4.50 -3.51
C45 -1.49 4.45 -2.14
C46 -1.66 3.24 -1.50
H28 -1.92 -0.80 1.19
H29 -3.54 -0.67 3.01
H30 -5.51 0.85 2.83
H31 -5.81 2.22 0.79
H32 -4.17 2.09 -1.04
H33 -4.38 0.39 -2.65
H34 -5.36 -1.07 -4.36
H35 -4.02 -2.92 -5.32
H36 -1.69 -3.30 -4.53
H37 -0.73 -1.83 -2.80
H38 -1.41 1.18 -4.17
H39 -1.12 3.34 -5.31
H40 -1.16 5.45 -4.01
H41 -1.49 5.36 -1.55
H42 -1.77 3.22 -0.42

Output
Electronic energy, hartree: -3794.87435
<S²>: 2.07
Orbital gap (spin up / spin down), eV: 5.8 / 6.0
Charge: -2
Spin multiplicity: 3
Energy above the lowest of the compared OMol25 structures with the same formula, charge and spin, eV: 0.000

***

[3]
# C46H43BiN7PS

A structure of composition C46H43BiN7PS (ωB97M-V/def2-TZVPD, the Open Molecules 2025 dataset).

Element x y z (Å)
Bi1 0.56 0.13 0.28
C1 0.47 -3.46 0.86
C2 1.33 -3.21 2.11
C3 2.82 -3.30 1.87
C4 3.65 -3.69 2.92
C5 5.02 -3.70 2.73
C6 5.52 -3.34 1.49
C7 4.62 -2.99 0.51
N1 3.30 -2.95 0.68
N2 -0.70 -2.56 0.71
C8 -1.59 -3.05 -0.34
C9 -1.08 -3.10 -1.77
C10 -1.93 -3.72 -2.69
C11 -1.55 -3.78 -4.02
C12 -0.33 -3.24 -4.39
C13 0.44 -2.65 -3.41
N3 0.08 -2.56 -2.12
C14 -1.46 -2.46 1.95
C15 -1.39 -1.17 2.74
C16 -2.06 -1.18 3.97
C17 -2.13 -0.04 4.73
C18 -1.56 1.13 4.23
C19 -0.93 1.07 3.01
N4 -0.83 -0.05 2.28
H1 0.10 -4.50 0.89
H2 1.08 -3.36 -0.02
H3 1.08 -3.92 2.90
H4 1.12 -2.21 2.52
H5 3.22 -3.99 3.87
H6 5.68 -4.00 3.54
H7 6.59 -3.35 1.29
H8 4.98 -2.73 -0.49
H9 -2.48 -2.43 -0.34
H10 -1.91 -4.08 -0.09
H11 -2.86 -4.16 -2.36
H12 -2.20 -4.25 -4.75
H13 0.01 -3.28 -5.41
H14 1.40 -2.23 -3.67
H15 -1.20 -3.28 2.63
H16 -2.52 -2.58 1.73
H17 -2.51 -2.10 4.30
H18 -2.63 -0.05 5.68
H19 -1.60 2.06 4.78
H20 -0.50 1.96 2.57
C20 2.89 3.25 4.12
N5 3.16 3.31 2.69
C21 3.68 4.41 2.03
C22 3.83 4.06 0.74
N6 3.42 2.74 0.62
C23 2.98 2.29 1.83
S1 2.32 0.78 2.27
C24 3.61 1.99 -0.58
C25 4.69 2.30 -1.39
C26 4.87 1.56 -2.55
C27 4.00 0.52 -2.83
C28 2.98 0.27 -1.93
N7 2.76 1.01 -0.84
H21 2.59 4.24 4.46
H22 3.78 2.94 4.66
H23 2.09 2.54 4.31
H24 3.89 5.33 2.53
H25 4.16 4.65 -0.10
H26 5.39 3.07 -1.12
H27 5.69 1.79 -3.21
H28 4.12 -0.10 -3.70
H29 2.29 -0.56 -2.07
C29 -3.71 1.70 -5.57
C30 -2.36 1.40 -5.45
C31 -1.83 1.05 -4.22
C32 -2.65 0.99 -3.10
C33 -4.01 1.28 -3.22
C34 -4.53 1.64 -4.45
P1 -1.84 0.64 -1.50
C35 -3.23 0.32 -0.35
C36 -4.00 -0.83 -0.58
C37 -5.01 -1.18 0.30
C38 -5.26 -0.40 1.43
C39 -4.50 0.74 1.65
C40 -3.50 1.10 0.77
C41 -1.24 2.28 -0.97
C42 -1.75 3.50 -1.42
C43 -1.29 4.68 -0.86
C44 -0.34 4.65 0.16
C45 0.18 3.43 0.59
C46 -0.24 2.23 0.01
H30 -4.12 1.98 -6.53
H31 -1.72 1.45 -6.33
H32 -0.77 0.82 -4.13
H33 -4.65 1.26 -2.35
H34 -5.58 1.87 -4.54
H35 -3.82 -1.43 -1.46
H36 -5.61 -2.06 0.11
H37 -6.04 -0.68 2.11
H38 -4.71 1.37 2.51
H39 -2.93 2.01 0.94
H40 -2.51 3.52 -2.19
H41 -1.68 5.63 -1.21
H42 -0.01 5.57 0.61
H43 0.90 3.44 1.39

Output
Electronic energy, hartree: -3115.71729
Orbital gap, eV: 7.6
Charge: +2
Energy above the lowest of the compared OMol25 structures with the same formula, charge and spin, eV: 0.375

***

[4]
# C46H43BrFI2N2PS2

A cluster of 5 separate species, C46H43BrFI2N2PS2 in total at a distorted geometry (ωB97M-V/def2-TZVPD, the Open Molecules 2025 dataset).

Element x y z (Å)
C1 2.21 1.39 -0.89
C2 3.47 0.70 -0.23
I1 4.95 2.33 0.02
C3 3.09 0.20 1.25
I2 4.79 0.70 2.57
N1 2.94 -1.28 1.38
C4 2.35 -1.89 0.19
C5 3.21 -2.71 -0.65
C6 2.71 -3.38 -1.88
C7 3.73 -4.22 -2.65
C8 3.85 -5.68 -2.56
C9 4.84 -6.50 -3.25
N2 5.74 -5.93 -4.10
C10 5.63 -4.58 -4.24
C11 4.74 -3.64 -3.59
C12 1.32 -3.16 -2.24
Br1 0.71 -4.02 -3.90
C13 0.40 -2.35 -1.42
C14 0.92 -1.74 -0.21
S1 -0.10 -0.75 0.95
C15 0.62 -1.28 2.55
C16 2.09 -1.48 2.56
C17 2.70 -1.94 3.82
C18 1.85 -2.18 5.00
S2 2.71 -2.80 6.49
C19 0.39 -1.97 5.01
P1 -0.79 -2.27 6.43
C20 -0.08 -1.78 8.08
C21 -1.48 -4.01 6.43
C22 -0.21 -1.51 3.74
F1 -1.57 -1.31 3.70
H1 1.53 1.76 -0.07
H2 1.64 0.74 -1.60
H3 2.58 2.33 -1.40
H4 3.99 -0.06 -0.86
H5 2.22 0.73 1.70
H6 4.28 -2.87 -0.35
H7 3.14 -6.21 -1.87
H8 4.85 -7.61 -3.08
H9 6.36 -4.12 -4.97
H10 4.77 -2.53 -3.78
H11 -0.67 -2.21 -1.73
H12 3.81 -2.08 3.83
H13 3.17 -1.68 7.17
H14 0.78 -2.41 8.45
H15 -0.91 -1.93 8.84
H16 0.16 -0.68 8.13
H17 -1.20 -4.53 5.48
H18 -2.61 -3.95 6.44
H19 -1.18 -4.63 7.31
C23 -3.52 -1.11 -6.42
C24 -2.74 -2.13 -5.88
C25 -1.76 -1.83 -4.95
C26 -1.56 -0.51 -4.55
C27 -2.34 0.50 -5.09
C28 -3.32 0.21 -6.03
H20 -4.28 -1.35 -7.16
H21 -2.90 -3.16 -6.19
H22 -1.15 -2.62 -4.53
H23 -0.80 -0.28 -3.81
H24 -2.18 1.53 -4.77
H25 -3.92 1.00 -6.45
C29 -6.05 3.55 -5.98
C30 -7.33 4.10 -6.03
C31 -7.69 4.93 -7.09
C32 -6.78 5.20 -8.10
C33 -5.50 4.65 -8.05
C34 -5.14 3.83 -6.99
H26 -5.77 2.91 -5.15
H27 -8.04 3.88 -5.25
H28 -8.68 5.36 -7.13
H29 -7.06 5.84 -8.93
H30 -4.79 4.86 -8.84
H31 -4.14 3.41 -6.95
C35 6.02 0.13 7.48
C36 6.65 1.25 8.01
C37 7.21 1.19 9.29
C38 7.14 0.01 10.02
C39 6.51 -1.11 9.49
C40 5.95 -1.05 8.22
H32 5.58 0.17 6.49
H33 6.71 2.16 7.44
H34 7.70 2.06 9.70
H35 7.58 -0.03 11.01
H36 6.46 -2.02 10.06
H37 5.45 -1.92 7.81
C41 -7.58 5.87 -2.27
C42 -7.46 5.56 -0.92
C43 -6.21 5.30 -0.37
C44 -5.08 5.36 -1.18
C45 -5.20 5.67 -2.52
C46 -6.45 5.92 -3.07
H38 -8.56 6.07 -2.69
H39 -8.35 5.52 -0.29
H40 -6.12 5.05 0.68
H41 -4.10 5.16 -0.75
H42 -4.31 5.72 -3.15
H43 -6.54 6.16 -4.12

Output
Electronic energy, hartree: -6294.95496
Orbital gap, eV: 7.2

***

no.,M (g mol⁻¹)
1,1189.4
2,797.8
3,965.9
4,1071.7